(1)
Formula: C60H88N10O7
Source: OMol25
Level of theory: the ωB97M-V functional and the def2-TZVPD basis

Cartesian coordinates (Å):
C 0.0949 7.2526 -1.4522
C 0.7816 5.9114 -1.7233
C 0.2320 4.9952 -0.6201
O -1.0396 5.5178 -0.2859
C -0.9275 6.9217 -0.3936
H -0.5164 7.6012 -2.2846
H 0.7614 8.0760 -1.1958
H 1.8539 6.0931 -1.7962
H 0.6086 5.4946 -2.7155
H 0.8813 5.1898 0.2335
H 0.1709 3.9281 -0.8341
H -0.5853 7.3484 0.5492
H -1.9508 7.2138 -0.6295
C -5.5767 4.1369 -2.2224
C -6.7767 3.3742 -1.8165
C -6.3542 2.1538 -1.0832
O -4.9376 2.1532 -1.2644
C -4.4799 3.5387 -1.4114
H -5.7493 5.1929 -2.0144
H -5.3802 4.0670 -3.2922
H -7.4679 3.1784 -2.6363
H -7.3485 3.9818 -1.1150
H -6.8404 1.2394 -1.4230
H -6.4766 2.0827 -0.0024
H -3.5028 3.6580 -1.8796
H -4.4505 3.9047 -0.3851
C -3.5665 -1.8541 -3.6263
C -2.3346 -2.2313 -4.4505
C -1.2735 -1.2937 -3.8708
O -1.6068 -1.1691 -2.5021
C -2.9529 -1.6827 -2.2415
H -4.3323 -2.6227 -3.7306
H -3.9727 -0.9299 -4.0375
H -2.5107 -2.0297 -5.5071
H -2.1367 -3.3011 -4.3828
H -1.2748 -0.3092 -4.3385
H -0.2777 -1.7078 -4.0287
H -3.4846 -0.9412 -1.6452
H -2.9065 -2.6312 -1.7063
C 1.2452 -3.9504 -3.6237
C 2.3451 -3.2067 -4.3630
C 3.3973 -3.0279 -3.2702
O 2.5724 -2.6760 -2.0803
C 1.2654 -3.2857 -2.2163
H 1.4768 -5.0116 -3.5326
H 0.3116 -3.8616 -4.1793
H 2.0824 -2.2444 -4.8024
H 2.6648 -3.8408 -5.1900
H 4.1703 -2.3191 -3.5670
H 3.9395 -3.9721 -3.2186
H 0.3909 -2.6813 -1.9753
H 1.2711 -4.0880 -1.4785
C -3.0953 -4.4967 1.1795
C -1.5961 -4.7530 0.9285
O -1.2425 -5.7518 0.2866
N -0.6575 -3.9906 1.4416
C -0.8584 -2.7669 2.2829
H -3.4048 -3.4681 0.9943
H -3.4535 -4.7838 2.1681
H -3.6312 -5.0904 0.4389
H 0.3013 -4.2394 1.2441
H -0.2325 -2.8493 3.1715
H -1.8752 -2.8497 2.6668
H -0.7480 -1.8293 1.7383
C 1.2969 -0.2417 -0.5300
C 0.2482 0.6874 0.1337
O 0.5211 1.7273 0.7054
N -1.0027 0.2693 0.0050
C -2.1620 0.7781 0.6849
H 1.5068 -1.1274 0.0697
H 2.2267 0.2756 -0.7663
H 0.8798 -0.5505 -1.4885
H -1.1597 -0.4437 -0.6929
H -2.0462 1.7998 1.0466
H -2.4688 0.1260 1.5027
H -3.0242 0.8265 0.0199
C -6.0302 0.4226 2.3587
C -5.5495 -1.0102 2.3187
O -4.6768 -1.3276 1.5609
N -6.1186 -1.8543 3.2019
C -5.6250 -3.2541 3.4091
H -6.1028 0.7537 3.3947
H -7.0221 0.5441 1.9233
H -5.3146 1.0267 1.8010
H -6.6793 -1.4492 3.9378
H -5.6104 -3.8103 2.4718
H -6.2991 -3.6920 4.1453
H -4.6263 -3.2230 3.8448
N 5.0772 -0.4668 0.4334
C 5.1962 -0.7928 -0.8732
C 6.4329 -0.7637 -1.5189
C 7.6259 -0.4164 -0.8396
C 7.4862 -0.0962 0.5043
C 6.2271 -0.1376 1.0856
H 4.3496 -1.2013 -1.4050
H 6.4587 -0.9367 -2.5847
H 8.6127 -0.3879 -1.2776
H 8.3191 0.2620 1.0911
H 6.0066 0.0507 2.1260
N -3.1133 2.1642 5.9823
C -3.7998 1.2696 5.2031
C -3.1504 0.3268 4.4256
C -1.7308 0.3256 4.4381
C -1.0071 1.3263 5.1766
C -1.7705 2.2785 5.8672
H -4.8705 1.2019 5.3274
H -3.8139 -0.4283 4.0307
H -1.2276 -0.4967 3.9511
H 0.0566 1.2585 5.3513
H -1.3733 2.9882 6.5778
N 4.8850 1.6261 -4.5288
C 4.2519 0.8031 -5.3989
C 2.9111 0.3221 -5.2253
C 2.2704 0.6392 -4.0471
C 2.9102 1.4888 -3.1566
C 4.2400 1.9413 -3.3947
H 4.8575 0.5346 -6.2519
H 2.4787 -0.2534 -6.0305
H 1.2504 0.3274 -3.8775
H 2.4129 1.9008 -2.2909
H 4.7875 2.6187 -2.7562
N 3.1998 -2.3224 6.3032
C 2.0805 -1.7641 5.7381
C 1.9550 -1.3664 4.4032
C 3.0433 -1.6359 3.5959
C 4.2285 -2.2295 4.0966
C 4.2624 -2.5336 5.4555
H 1.2013 -1.4942 6.3043
H 1.0073 -0.9536 4.0904
H 2.9994 -1.4247 2.5377
H 5.1248 -2.2533 3.4945
H 5.1114 -2.9943 5.9385
N -2.5791 2.2758 -5.0572
C -2.3057 2.0215 -3.7486
C -1.0947 2.3396 -3.1514
C -0.0449 2.8913 -3.9111
C -0.2742 3.1217 -5.2939
C -1.5591 2.8107 -5.7856
H -3.0795 1.5718 -3.1442
H -0.9150 2.1021 -2.1132
H 0.8980 3.1622 -3.4594
H 0.4362 3.6231 -5.9345
H -1.8119 2.9539 -6.8258
N 1.7971 4.2773 4.4419
C 1.4637 3.2081 3.6868
C 2.1800 2.0371 3.5503
C 3.4143 1.9916 4.2984
C 3.7569 3.0484 5.1004
C 2.9813 4.1981 5.1620
H 0.5611 3.4266 3.1354
H 1.9090 1.2873 2.8218
H 4.0340 1.1213 4.1408
H 4.7066 2.9595 5.6069
H 3.1830 4.9790 5.8803
N 2.1527 -4.7099 1.3338
C 3.0739 -3.9372 0.7307
C 4.4324 -4.3106 0.5839
C 4.8499 -5.5462 1.0424
C 3.9459 -6.4256 1.6067
C 2.5852 -5.9386 1.7051
H 2.7152 -2.9906 0.3543
H 5.0253 -3.6233 -0.0013
H 5.8476 -5.9145 0.8544
H 4.2411 -7.3955 1.9788
H 1.8185 -6.6399 1.9999

The value obtained for the LUMO energy (alpha / beta) is 1.9 / 1.9 eV. The net charge is -1. Its multiplicity is 2.



(2)
Formula: C61H127N6O21
Source: OMol25
Level of theory: the ωB97M-V functional and the def2-TZVPD basis

Cartesian coordinates (Å):
C 7.7991 2.7613 -0.5635
C 8.2546 3.8975 -1.4771
C 7.1596 4.9555 -1.6271
N 7.4289 6.2974 -2.4579
C 8.5017 7.1302 -1.6797
C 7.9314 7.5667 -0.3919
C 6.7415 8.4604 -0.5439
C 5.5790 7.6319 -1.2901
C 6.1305 7.1117 -2.6990
C 7.8954 5.8994 -3.8872
H 6.9450 2.2007 -0.9435
H 7.3063 3.0292 0.3711
H 8.5733 2.0074 -0.4210
H 8.5057 3.4497 -2.4387
H 9.2160 4.2813 -1.1357
H 6.5994 5.1121 -0.7052
H 6.3838 4.4725 -2.2213
H 9.4615 6.6489 -1.4917
H 8.7927 8.0128 -2.2494
H 7.7756 6.7128 0.2675
H 8.7242 8.0484 0.1803
H 6.4191 8.5882 0.4895
H 6.9929 9.3371 -1.1407
H 5.0248 6.8237 -0.8128
H 4.7858 8.3302 -1.5572
H 5.4353 6.4510 -3.2170
H 6.2692 7.9260 -3.4102
H 7.1419 5.2105 -4.2691
H 8.7963 5.3084 -3.7223
H 7.9237 6.7926 -4.5112
C -3.9970 1.8312 -12.4450
C -2.9273 2.2995 -11.4457
C -2.0740 1.1219 -10.9531
N -0.9789 1.4340 -9.9027
C -1.3876 2.4044 -8.7323
C -2.4509 1.6865 -7.8676
C -1.9651 0.3398 -7.3176
C -1.4394 -0.5960 -8.4334
C -0.4179 0.1344 -9.2898
C 0.2897 2.0250 -10.6052
H -4.6912 1.1397 -11.9675
H -3.5121 1.3000 -13.2640
H -4.6968 2.5379 -12.8912
H -3.4903 2.6325 -10.5738
H -2.2912 3.0857 -11.8524
H -1.7294 0.4949 -11.7753
H -2.6849 0.4517 -10.3484
H -1.6989 3.3832 -9.0972
H -0.4287 2.5776 -8.2440
H -3.4394 1.6186 -8.3217
H -2.6556 2.4264 -7.0938
H -2.8533 -0.1894 -6.9725
H -1.3027 0.2966 -6.4530
H -2.3605 -0.8904 -8.9364
H -0.9237 -1.4602 -8.0147
H 0.0038 -0.4895 -10.0778
H 0.3409 0.4268 -8.5640
H 1.1541 1.9236 -9.9490
H 0.1187 3.0969 -10.7045
H 0.4882 1.5995 -11.5889
C 2.9803 6.8802 9.7090
C 2.8317 5.3504 9.3723
C 1.4248 4.8885 9.7515
N 0.9557 3.4500 9.2951
C -0.4078 3.0184 9.9405
C -1.5744 3.7459 9.3428
C -1.6278 3.6103 7.8325
C -0.2523 4.0399 7.2303
C 0.9497 3.3218 7.7556
C 1.9943 2.3987 9.8275
H 2.7105 7.0180 10.7561
H 2.2458 7.3114 9.0289
H 3.9598 7.2825 9.4505
H 3.4460 4.8141 10.0957
H 3.2377 5.1089 8.3900
H 0.6728 5.5243 9.2842
H 1.1925 4.8986 10.8164
H -0.4351 3.0895 11.0279
H -0.4753 1.9543 9.7144
H -1.5416 4.7964 9.6316
H -2.5241 3.4249 9.7708
H -2.4003 4.2693 7.4362
H -1.8937 2.6118 7.4857
H -0.2272 5.0847 7.5399
H -0.3416 4.0551 6.1440
H 1.8498 3.6533 7.2379
H 0.8565 2.2765 7.4611
H 2.9036 2.7163 9.3172
H 1.6898 1.4032 9.5042
H 2.0853 2.4492 10.9125
C 3.1554 -2.6603 -0.8062
C 2.3931 -1.8083 0.2356
C 1.1290 -1.2547 -0.3364
N 0.6171 -0.0905 0.5552
C 0.2095 -0.6079 1.9385
C -0.9357 -1.6361 1.8584
C -2.1188 -0.9500 1.1581
C -1.7586 -0.4491 -0.2478
C -0.6292 0.5884 -0.1461
C 1.6928 1.0214 0.7906
H 3.9979 -3.1602 -0.3282
H 3.5651 -1.9770 -1.5500
H 2.5187 -3.4327 -1.2377
H 3.0224 -1.1095 0.7868
H 2.1882 -2.4930 1.0586
H 0.5076 -2.1207 -0.5648
H 1.2897 -0.7508 -1.2894
H 1.0504 -1.0724 2.4535
H 0.0242 0.3151 2.4881
H -0.6069 -2.5482 1.3603
H -1.2369 -1.9592 2.8549
H -2.9561 -1.6430 1.0753
H -2.4464 -0.1038 1.7619
H -1.5280 -1.3338 -0.8413
H -2.6384 0.0026 -0.7062
H -0.1557 0.9735 -1.0492
H -0.8748 1.4780 0.4339
H 2.4843 0.7365 1.4838
H 1.1146 1.8456 1.2082
H 2.0419 1.0282 -0.2420
C 1.1277 -4.6288 6.6286
C 0.9752 -6.1441 6.4570
C 0.7825 -6.6182 4.9078
N 1.1923 -8.0626 4.5582
C 2.6796 -8.5513 4.6972
C 3.5808 -7.7637 3.7712
C 3.1554 -7.8711 2.3661
C 1.6147 -7.5563 2.1456
C 0.7431 -8.3023 3.1030
C 0.3691 -8.9354 5.4827
H 1.4297 -4.3542 7.6393
H 0.2840 -3.9593 6.4611
H 1.8658 -4.2057 5.9473
H 0.2508 -6.6079 7.1264
H 1.9060 -6.5893 6.8085
H 1.4859 -5.9833 4.3692
H -0.2228 -6.4760 4.5112
H 2.8670 -8.3003 5.7412
H 2.5794 -9.6243 4.5333
H 3.7145 -6.7225 4.0648
H 4.6068 -8.1283 3.8210
H 3.8320 -7.2751 1.7537
H 3.1607 -8.8835 1.9621
H 1.4527 -6.4862 2.2748
H 1.3552 -7.7107 1.0983
H -0.2968 -8.0091 2.9586
H 0.6829 -9.3772 2.9329
H 0.3186 -8.6329 6.5287
H 0.7349 -9.9606 5.5386
H -0.6336 -8.8710 5.0601
C -8.4750 -7.7320 -2.5827
C -7.9888 -6.3221 -2.8205
C -8.8895 -5.2287 -3.4399
N -8.4449 -3.7811 -3.5151
C -9.6004 -3.0235 -4.1805
C -9.7245 -1.4732 -3.9989
C -9.6745 -1.1106 -2.5388
C -8.3836 -1.6730 -2.0020
C -8.2063 -3.2347 -2.0427
C -7.2636 -3.6631 -4.3970
H -7.8282 -8.2835 -1.9004
H -8.5133 -8.2859 -3.5207
H -9.5041 -7.5776 -2.2581
H -7.1240 -6.4366 -3.4740
H -7.6141 -5.9136 -1.8820
H -9.8428 -5.1955 -2.9125
H -8.9989 -5.4787 -4.4951
H -10.5287 -3.4746 -3.8299
H -9.5263 -3.3074 -5.2302
H -10.6050 -1.0713 -4.5003
H -8.9385 -1.0238 -4.6058
H -10.4314 -1.6398 -1.9597
H -9.8195 -0.0401 -2.3941
H -8.1205 -1.2562 -1.0297
H -7.5662 -1.2288 -2.5700
H -8.9632 -3.6693 -1.3898
H -7.2363 -3.6290 -1.7398
H -6.8844 -2.6415 -4.4228
H -7.5675 -3.8915 -5.4186
H -6.4882 -4.3488 -4.0553
O 5.7102 4.3975 3.9467
C 5.1958 5.6253 3.8288
O 3.9907 5.6281 3.5287
O 5.9660 6.5435 4.1788
H 4.7977 4.1463 3.7854
O -4.4371 4.9768 1.4540
C -5.3258 4.0570 1.7059
O -5.5810 3.6558 2.8581
O -5.9220 3.5997 0.6906
H -4.6966 4.7658 0.5542
O 2.8095 1.9903 -4.2493
C 3.6663 1.5743 -5.1684
O 3.9548 2.3643 -6.0232
O 4.0692 0.4176 -5.2438
H 2.7075 2.8139 -4.7319
O -5.1671 -7.0602 2.7959
C -5.2235 -7.1372 4.1158
O -4.9274 -6.0964 4.7169
O -5.3637 -8.2396 4.7158
H -4.7630 -6.1894 2.7959
O 6.7425 0.0003 4.7434
C 5.8138 -0.5887 5.4267
O 4.7391 0.0674 5.5847
O 5.9328 -1.7841 5.8065
H 6.3322 0.8681 4.7314
O -2.1416 -5.7837 -1.2558
C -2.1329 -6.1469 -2.4855
O -2.4678 -7.3402 -2.5587
O -2.0146 -5.4061 -3.4834
H -2.5160 -6.6633 -1.1687
O -1.6181 5.1215 -3.1089
C -0.9027 5.9366 -3.8337
O 0.2238 6.1813 -3.4162
O -1.3608 6.5838 -4.7737
H -0.8268 4.9753 -2.5853

The value obtained for the LUMO energy is 0.6 eV. The net charge is -1. Its multiplicity is 1.